Formula: C16H25F4N2O3PPtTe
Source: OMol25
Level of theory: wB97M-V/def2-TZVPD

Summary:
net charge: +2
expectation value of S²: 6.058
2S+1: 5
frontier orbital gap (alpha / beta): 8.544 / 6.058 eV

Atoms and positions in Å:
Pt1 -0.227 0.088 0.411
C1 -3.737 0.927 2.949
C2 -2.416 0.529 2.288
N1 -2.431 0.588 0.807
C3 -3.461 -0.307 0.230
C4 -3.168 -0.835 -1.163
C5 -2.510 1.947 0.255
C6 -1.381 2.859 0.715
N2 -0.096 2.170 0.705
C7 1.054 2.807 0.968
C8 2.278 2.072 1.038
F1 2.252 0.740 0.882
C9 3.488 2.669 1.263
F2 4.575 1.916 1.306
C10 3.583 4.044 1.451
C11 2.423 4.799 1.406
F3 2.476 6.105 1.582
C12 1.192 4.215 1.184
F4 0.128 5.002 1.172
H1 -3.620 0.874 4.030
H2 -4.545 0.254 2.669
H3 -4.024 1.948 2.694
H4 -2.161 -0.494 2.570
H5 -1.625 1.188 2.653
H6 -4.411 0.237 0.212
H7 -3.580 -1.151 0.908
H8 -2.990 -0.037 -1.887
H9 -4.035 -1.396 -1.512
H10 -2.321 -1.524 -1.144
H11 -3.461 2.416 0.524
H12 -2.484 1.857 -0.831
H13 -1.574 3.257 1.715
H14 -1.375 3.718 0.044
H15 4.540 4.514 1.635
C13 3.959 -0.840 -1.411
C14 3.332 -2.210 -1.520
O1 2.277 -2.385 -0.524
P1 0.737 -2.362 -0.772
O2 -0.045 -2.076 0.473
Te1 0.262 -0.407 -2.240
O3 0.242 -3.680 -1.408
C15 0.893 -4.502 -2.435
C16 0.096 -5.774 -2.576
H16 4.755 -0.754 -2.149
H17 4.376 -0.684 -0.417
H18 3.233 -0.045 -1.613
H19 4.062 -2.982 -1.289
H20 2.935 -2.395 -2.520
H21 1.915 -4.703 -2.114
H22 0.906 -3.931 -3.365
H23 0.091 -6.326 -1.638
H24 0.550 -6.393 -3.348
H25 -0.932 -5.553 -2.862